(1)
A gas-phase ion, C4H8N (charge +1) at a distorted geometry. Source: OMol25; level of theory: ωB97M-V/def2-TZVPD.

Frontier orbital gap in eV: 8.55
LUMO in eV: -5.5
Calculated total energy in eV: -5758.096

```
! wB97M-V def2-TZVPD RIJCOSX def2/J DEFGRID3
* xyz 1 1
C -0.60 -1.56 1.81
N -0.98 -0.72 0.91
C -0.25 -0.56 -0.36
C -0.19 0.68 -0.84
C 1.09 1.38 -1.29
H -0.52 -1.29 2.85
H 0.00 -2.41 1.48
H -1.69 -0.04 1.15
H 0.10 -1.52 -0.69
H -1.10 1.29 -0.78
H 1.59 0.85 -2.09
H 1.81 1.57 -0.50
H 0.75 2.35 -1.65
*
```

---

(2)
2 unconnected molecules or ions with the total composition C3H9NO2 at a distorted geometry. Source: OMol25; level of theory: ωB97M-V/def2-TZVPD.

Frontier orbital gap in eV: 9.79
LUMO in eV: 0.9
Calculated total energy in eV: -8841.237

```
! wB97M-V def2-TZVPD RIJCOSX def2/J DEFGRID3
* xyz 0 1
N -1.82 -0.14 1.45
C -0.79 -0.29 0.46
C -1.07 0.37 -0.93
C 0.21 0.92 -1.54
O 1.13 1.36 -0.92
H -2.69 -0.56 1.15
H -1.98 0.76 1.87
H 0.16 0.06 0.84
H -0.66 -1.36 0.28
H -1.81 1.15 -0.78
H -1.39 -0.41 -1.61
H 0.21 1.03 -2.65
O 2.16 -1.57 0.82
H 2.94 -1.17 1.23
H 1.80 -2.18 1.47
*
```

---

(3)
C3H5N3S in the gas phase at a distorted geometry. Source: OMol25; level of theory: ωB97M-V/def2-TZVPD.

Frontier orbital gap in eV: 9.04
LUMO in eV: 0.8
Calculated total energy in eV: -18497.582

```
! wB97M-V def2-TZVPD RIJCOSX def2/J DEFGRID3
* xyz 0 1
N -0.25 -1.53 1.48
C 0.31 -0.71 0.50
N 1.62 -0.84 0.13
C 1.88 0.15 -0.79
N 0.83 0.87 -1.04
C -0.17 0.35 -0.25
S -1.83 0.92 -0.22
H -1.22 -1.14 1.78
H -0.44 -2.49 1.14
H 2.28 -1.50 0.56
H 2.82 0.27 -1.27
H -1.63 2.02 0.49
*
```